[1]
# C23H32ClO25

8 unconnected molecules or ions with the total composition C23H32ClO25 (ωB97M-V/def2-TZVPD, OMol25).

Output
* highest occupied orbital energy: -8.45 eV

ORCA input file:
```
! RIJCOSX wB97M-V def2-TZVPD def2/J DEFGRID3
* xyz -1 1
Cl -0.16833 -0.13136 -0.94843
O -1.18736 -0.48361 -1.89402
O 0.84835 -1.17659 -0.95308
O 0.47392 1.08288 -1.42423
O -0.72085 0.07999 0.36681
C 0.52359 -2.99548 -4.78778
C 0.14951 -1.54002 -4.42471
O 0.54629 -0.79092 -5.56903
C 1.18488 -1.59029 -6.45759
O 1.58375 -1.22102 -7.50934
O 1.32152 -2.83560 -5.96085
H -0.35243 -3.60526 -4.97789
H 1.19794 -3.37134 -4.02045
H 0.58992 -1.14156 -3.51666
H -0.92958 -1.53795 -4.26879
C 2.97854 -0.01624 1.15528
C 3.62260 0.82219 0.02258
O 3.69575 2.12560 0.56916
C 3.63954 2.04460 1.91797
O 3.89057 2.93442 2.65586
O 3.26611 0.80551 2.30303
H 3.56387 -0.92941 1.19680
H 1.90203 -0.03367 1.04167
H 3.02800 0.69295 -0.88083
H 4.64036 0.47868 -0.17750
C -2.90075 3.92872 0.08470
C -1.59011 3.97357 -0.75154
O -0.92767 5.13696 -0.32456
C -1.53902 5.67391 0.75591
O -1.08354 6.56050 1.39643
O -2.70969 5.06115 0.97583
H -2.94405 3.04055 0.69914
H -3.77334 4.16331 -0.51246
H -1.91761 4.08269 -1.78699
H -0.98900 3.07049 -0.66229
C 1.12852 3.81661 -2.71012
C 2.12577 4.06183 -1.58373
O 2.31291 5.45807 -1.55716
C 1.40624 6.04625 -2.38759
O 1.35948 7.20081 -2.61729
O 0.53928 5.10831 -2.82596
H 0.33588 3.14409 -2.39877
H 1.55212 3.36638 -3.60934
H 3.02705 3.44713 -1.66225
H 1.75491 3.69419 -0.61865
C -2.39705 -3.02924 -0.00228
C -1.53594 -3.64581 -1.12123
O -2.35429 -3.54509 -2.25117
C -3.63447 -3.26592 -1.90114
O -4.54425 -3.22853 -2.66008
O -3.70174 -3.04403 -0.57495
H -2.15466 -2.06725 0.45028
H -2.41259 -3.69914 0.86097
H -1.29019 -4.65329 -0.74852
H -0.52283 -3.26253 -1.24926
C -1.56771 0.06401 4.78884
C -1.47769 0.15427 3.26877
C -1.85345 -1.13119 2.51349
O -3.03298 -0.80056 1.80972
C -3.25862 0.53387 1.90221
O -4.10032 1.07266 1.25785
O -2.46768 1.09987 2.82263
H -1.93240 -0.89799 5.15628
H -2.18193 0.84835 5.22248
H -0.57412 0.12347 5.24644
H -0.49351 0.45291 2.91505
H -1.97232 -2.05297 3.08579
H -1.02160 -1.38349 1.84705
C 1.29834 -1.91513 3.65099
C 1.18269 -2.77702 2.42278
C 2.14758 -3.97714 2.45442
O 1.36323 -5.09236 2.12456
C 0.04894 -4.74622 2.12527
O -0.83946 -5.50358 1.93300
O -0.08734 -3.42469 2.34684
H 2.13976 -1.22022 3.58216
H 1.39256 -2.47744 4.58493
H 0.45898 -1.24613 3.86648
H 1.33277 -2.14075 1.54963
H 2.53575 -4.04903 3.47776
H 3.05266 -3.77469 1.88069
*
```



[2]
# C20H29N3O3S

C20H29N3O3S in the gas phase (ωB97M-V/def2-TZVPD, OMol25).

Output
* SMILES: CC[C@@H](CC(=O)N(C)[C@@H]1CN(C(=O)/C=C/c2cc(C)no2)CC12CC2)SC
* relative energy (zero: lowest compared OMol25 entry of this formula, charge and spin): 268.75 kJ/mol
* highest occupied orbital energy: -8.84 eV

ORCA input file:
```
! RIJCOSX wB97M-V def2-TZVPD def2/J DEFGRID3
* xyz 0 1
C -1.66190 -3.60094 -2.52714
C -2.21612 -2.38149 -1.80515
C -1.83104 -1.05763 -2.46217
C -2.58744 0.14075 -1.86504
C -2.49458 0.17427 -0.34602
O -3.34515 -0.41144 0.30387
N -1.35340 0.63410 0.26102
C -1.02741 0.06167 1.55772
C -0.57058 1.75661 -0.23417
C 0.94830 1.52663 -0.18351
N 1.39149 2.22356 1.02589
C 2.62826 2.18834 1.57600
O 2.88388 2.78496 2.61320
C 3.65581 1.38931 0.84772
C 4.87802 1.27951 1.35898
C 5.95836 0.53800 0.73995
C 7.24150 0.31680 1.11802
C 7.77680 -0.48521 0.07285
C 9.15200 -1.05367 -0.05091
N 6.87854 -0.71682 -0.84444
O 5.72732 -0.07091 -0.43433
C 0.34091 3.01914 1.65183
C -0.74567 3.02140 0.60118
C -1.12854 4.29753 -0.09409
C -2.09328 3.60913 0.83734
S -0.02441 -0.76663 -2.44792
C 0.40878 -1.27197 -4.12542
H -2.00587 -4.51951 -2.05167
H -1.98522 -3.62532 -3.57084
H -0.57111 -3.60674 -2.50528
H -3.30763 -2.43187 -1.75961
H -1.87511 -2.38142 -0.76731
H -2.10009 -1.09677 -3.52126
H -2.25224 1.05184 -2.35901
H -3.64897 0.01774 -2.08162
H -1.35475 -0.97462 1.57786
H 0.04955 0.10633 1.71067
H -1.52242 0.57962 2.38378
H -0.87666 1.93774 -1.25903
H 1.17909 0.46307 -0.15268
H 1.41633 1.94925 -1.07569
H 3.40789 0.91080 -0.09015
H 5.09258 1.77320 2.29969
H 7.73541 0.67157 2.00565
H 9.84274 -0.53018 0.60722
H 9.15587 -2.10913 0.22164
H 9.51032 -0.97003 -1.07503
H 0.01507 2.55179 2.58604
H 0.71069 4.01567 1.89394
H -0.66435 5.21394 0.24454
H -1.33532 4.25103 -1.15552
H -2.94301 3.09625 0.40480
H -2.28108 4.06636 1.79960
H 1.47890 -1.10571 -4.23737
H 0.19757 -2.32581 -4.29359
H -0.11856 -0.66676 -4.86162
*
```



[3]
# C25H48OP4Pr

A molecular structure, C25H48OP4Pr (ωB97M-V/def2-TZVPD, OMol25).

Output
* relative energy (zero: lowest compared OMol25 entry of this formula, charge and spin): 0.00 kJ/mol
* highest occupied orbital energy (spin up / spin down): -16.38 / -16.38 eV

ORCA input file:
```
! RIJCOSX wB97M-V def2-TZVPD def2/J DEFGRID3
* xyz 3 3
Pr -0.00736 -0.45428 -0.20753
P 0.50094 1.34830 1.91226
P 1.70130 -2.42385 0.76726
P -2.25572 -1.27698 1.69507
H -2.41389 1.65466 -3.16067
C -3.13294 1.90081 -2.35880
C -2.83907 2.85098 -1.44631
H -1.92129 3.42616 -1.52563
C 1.71508 2.69441 1.89599
C 0.95943 0.46322 3.43068
C -0.94554 2.29352 2.47442
C 1.77852 -3.85989 -0.36542
C 3.46879 -1.93211 0.81924
C 1.35759 -3.18909 2.38357
C -3.72566 -0.16819 1.56809
C -2.23555 -1.26903 3.54701
C -2.97989 -2.92344 1.28667
H -4.02049 1.25107 -2.29218
H -3.44333 3.02479 -0.56667
H 1.35809 3.53239 1.28293
H 2.69126 2.36839 1.51295
H 1.80174 3.02070 2.94130
H 1.89599 -0.09255 3.28786
H 0.16942 -0.22427 3.75948
H 1.09834 1.26690 4.16303
H -1.31784 2.92039 1.65130
H -0.55753 2.92481 3.28584
H -1.74872 1.64061 2.84047
H 2.57035 -4.54456 -0.01244
H 1.98883 -3.52730 -1.39857
H 0.79794 -4.36618 -0.37387
H 4.12517 -2.79580 0.94783
H 3.66854 -1.23473 1.63595
H 3.77277 -1.42178 -0.09801
H 2.05727 -4.00581 2.56427
H 0.33308 -3.57041 2.37157
H 1.42765 -2.44110 3.17462
H -4.66753 -0.75095 1.64580
H -3.71185 0.38698 0.60945
H -3.70191 0.56864 2.39752
H -3.16836 -1.69524 3.95900
H -2.15669 -0.23010 3.90366
H -1.38820 -1.84711 3.94416
H -3.86890 -3.14899 1.89966
H -2.22884 -3.71589 1.43795
H -3.27508 -2.95082 0.22471
C -1.68727 -3.06907 -2.15505
C -1.09561 -4.26333 -2.55894
C -1.93631 -5.33163 -2.85237
C -3.33298 -5.20330 -2.75668
C -3.88094 -3.96999 -2.42913
C -3.06079 -2.87602 -2.10463
O -0.84262 -1.99060 -1.73038
H -0.68699 -1.40726 -2.48332
H -0.02195 -4.32219 -2.67757
H -1.52451 -6.27863 -3.20397
H -3.97385 -6.06554 -2.91932
H -4.96167 -3.82587 -2.41915
H -3.48243 -1.90932 -1.81106
C 2.85456 0.97714 -1.61644
P 1.39620 2.07385 -1.44873
C 0.95825 2.36508 -3.20179
C 2.32973 3.65908 -1.17625
C 1.56218 4.78468 -0.84759
C 2.18139 6.01127 -0.58141
C 3.57543 6.11786 -0.60479
C 4.35744 5.00413 -0.94153
C 3.74334 3.78049 -1.25032
H 2.56188 -0.05277 -1.89361
H 3.43038 0.98926 -0.68067
H 3.47814 1.38956 -2.41974
H 0.37550 3.28816 -3.28954
H 1.88636 2.45412 -3.77565
H 0.35539 1.53213 -3.57861
H 0.47127 4.68556 -0.79376
H 1.55213 6.87349 -0.34651
H 4.05618 7.06555 -0.34687
H 5.44665 5.08567 -0.97013
H 4.38957 2.95117 -1.54992
*
```



| no. | largest force on an atom (eV/A) |
| --- | --- |
| 1 | 2.2 |
| 2 | 0.5 |
| 3 | 2.1 |